A cluster of 10 separate species, C6H33NO10 in total in a non-equilibrium geometry. Source: OMol25; level of theory: ωB97M-V/def2-TZVPD.

Energy ... -1055.5292 Eh
Frontier orbital gap ... 0.3323 Ha
SMILES ... CCNCC[C@H](C)O.O.O.O.O.O.O.O.O.O

Each atom is followed by the atoms it is bonded to, with distances in Å.
Element x y z (Å)
1 C 3.42 -1.18 1.60  C2 1.498, H9 1.097, H10 1.086, H11 1.099
2 C 2.56 -0.15 0.94  C1 1.498, N3 1.486, H12 1.091, H13 1.091
3 N 1.31 -0.79 0.46  C2 1.486, C4 1.470, H14 1.015
4 C 0.11 0.06 0.46  N3 1.470, C5 1.512, H15 1.098, H16 1.091
5 C -0.30 0.61 1.81  C4 1.512, C6 1.528, H17 1.094, H18 1.098
6 C -1.70 1.23 1.87  C5 1.528, C7 1.520, O8 1.445, H19 1.091
7 C -1.88 1.83 3.25  C6 1.520, H20 1.095, H21 1.085, H22 1.093
8 O -2.65 0.16 1.65  C6 1.445, H23 0.958
9 H 4.30 -0.69 2.05  C1 1.097
10 H 3.01 -1.94 2.26  C1 1.086
11 H 3.99 -1.80 0.89  C1 1.099
12 H 3.06 0.28 0.07  C2 1.091
13 H 2.25 0.71 1.54  C2 1.091
14 H 1.07 -1.62 0.99  N3 1.015
15 H 0.29 0.89 -0.23  C4 1.098
16 H -0.70 -0.48 -0.03  C4 1.091
17 H 0.37 1.41 2.16  C5 1.094
18 H -0.18 -0.10 2.63  C5 1.098
19 H -2.00 1.95 1.10  C6 1.091
20 H -1.18 2.67 3.34  C7 1.095
21 H -1.75 1.09 4.03  C7 1.085
22 H -2.79 2.43 3.33  C7 1.093
23 H -3.50 0.38 1.27  O8 0.958
24 O 1.39 -0.64 -4.84  H25 0.984, H26 0.958
25 H 1.37 -1.15 -4.00  O24 0.984
26 H 0.56 -0.69 -5.32  O24 0.958
27 O 0.48 2.80 -1.28  H28 0.962, H29 0.965
28 H 1.30 2.94 -1.77  O27 0.962
29 H -0.03 2.38 -1.98  O27 0.965
30 O 1.11 -1.77 -2.39  H31 0.969, H32 0.980
31 H 0.15 -1.62 -2.30  O30 0.969
32 H 1.46 -1.32 -1.59  O30 0.980
33 O -3.18 0.81 -0.87  H34 0.964, H35 0.958
34 H -3.01 -0.13 -0.98  O33 0.964
35 H -2.46 1.33 -1.23  O33 0.958
36 O -1.59 -2.31 -1.33  H37 0.968, H38 0.973
37 H -1.71 -2.95 -2.05  O36 0.968
38 H -1.52 -2.93 -0.59  O36 0.973
39 O -2.95 -1.96 3.65  H40 0.957, H41 0.970
40 H -2.38 -1.65 4.35  O39 0.957
41 H -3.06 -1.33 2.92  O39 0.970
42 O 3.73 2.64 -1.16  H43 0.965, H44 0.957
43 H 3.98 2.56 -2.09  O42 0.965
44 H 2.83 2.96 -1.24  O42 0.957
45 O -1.51 -2.46 1.55  H46 0.959, H47 0.970
46 H -1.42 -1.51 1.63  O45 0.959
47 H -1.94 -2.78 2.36  O45 0.970
48 O 2.00 1.47 -3.33  H49 0.965, H50 0.968
49 H 1.59 0.70 -2.92  O48 0.965
50 H 1.86 1.22 -4.26  O48 0.968

A cluster of 12 separate species, C6H33NO11 in total in a non-equilibrium geometry. Source: OMol25; level of theory: ωB97M-V/def2-TZVPD.

Energy ... -1130.7089 Eh
Frontier orbital gap ... 0.3036 Ha
SMILES ... C=C(/C=C/C)NC.O.O.O.O.O.O.O.O.O.O.O

Each atom is followed by the atoms it is bonded to, with distances in Å.
Element x y z (Å)
1 C -1.57 -0.62 0.08  C2 1.349, H8 1.069, H9 1.134
2 C -0.24 -0.61 -0.14  C1 1.349, C3 1.484, N6 1.382
3 C 0.21 -0.83 -1.54  C2 1.484, C4 1.329, H10 1.086
4 C -0.41 -1.27 -2.63  C3 1.329, C5 1.476, H11 1.081
5 C 0.16 -1.34 -3.99  C4 1.476, H12 1.097, H13 1.097, H14 1.105
6 N 0.73 -0.57 0.85  C2 1.382, C7 1.486, H15 1.025
7 C 2.13 -0.10 0.65  N6 1.486, H16 1.120, H17 1.077, H18 1.101
8 H -2.35 -0.37 -0.60  C1 1.069
9 H -1.85 -0.79 1.17  C1 1.134
10 H 1.22 -0.45 -1.71  C3 1.086
11 H -1.37 -1.75 -2.54  C4 1.081
12 H 1.16 -1.80 -4.00  C5 1.097
13 H -0.47 -1.86 -4.72  C5 1.097
14 H 0.33 -0.32 -4.37  C5 1.105
15 H 0.41 0.02 1.63  N6 1.025
16 H 2.42 0.28 1.66  C7 1.120
17 H 2.31 0.72 -0.03  C7 1.077
18 H 2.78 -0.95 0.40  C7 1.101
19 O -1.87 -4.72 -0.14  H20 0.960, H21 0.970
20 H -2.41 -3.93 -0.12  O19 0.960
21 H -0.97 -4.43 -0.35  O19 0.970
22 O -0.61 4.00 -1.36  H23 0.970, H24 0.968
23 H -1.19 3.94 -2.13  O22 0.970
24 H -1.25 3.74 -0.68  O22 0.968
25 O 1.17 -3.61 0.16  H26 0.963, H27 0.962
26 H 1.16 -3.09 -0.65  O25 0.963
27 H 0.97 -4.54 0.01  O25 0.962
28 O 0.03 3.35 1.00  H29 0.979, H30 0.992
29 H 0.22 2.39 0.97  O28 0.979
30 H -0.61 3.08 1.70  O28 0.992
31 O -0.83 1.77 3.07  H32 0.965, H33 0.973
32 H -1.67 1.97 3.51  O31 0.965
33 H -0.17 1.46 3.72  O31 0.973
34 O 3.30 1.09 -3.24  H35 0.964, H36 0.979
35 H 2.77 1.20 -4.04  O34 0.964
36 H 2.72 1.55 -2.59  O34 0.979
37 O 2.06 -3.11 2.73  H38 0.963, H39 0.978
38 H 2.88 -3.14 2.22  O37 0.963
39 H 1.42 -3.09 1.99  O37 0.978
40 O -3.18 1.57 1.98  H41 0.966, H42 0.965
41 H -3.63 0.92 1.43  O40 0.966
42 H -3.68 2.38 1.81  O40 0.965
43 O 1.43 2.51 -1.91  H44 0.973, H45 1.006
44 H 1.96 3.15 -1.40  O43 0.973
45 H 0.53 2.84 -1.59  O43 1.006
46 O 1.04 -0.37 3.79  H47 0.976, H48 0.976
47 H 1.84 -0.92 3.85  O46 0.976
48 H 0.55 -1.05 4.28  O46 0.976
49 O -3.53 1.70 -0.83  H50 0.962, H51 0.974
50 H -3.18 1.66 -1.72  O49 0.962
51 H -2.89 1.21 -0.28  O49 0.974

A cluster of 11 separate species, C6H34N2O10 in total in a non-equilibrium geometry. Source: OMol25; level of theory: ωB97M-V/def2-TZVPD.

Energy ... -1110.8802 Eh
Frontier orbital gap ... 0.2852 Ha
SMILES ... C/C(N)=C/CCCN.O.O.O.O.O.O.O.O.O.O

Each atom is followed by the atoms it is bonded to, with distances in Å.
Element x y z (Å)
1 C -1.78 3.24 0.10  C2 1.529, H9 1.085, H10 1.091, H11 1.091
2 C -0.75 2.14 0.34  C1 1.529, N3 1.375, C4 1.347
3 N 0.30 2.21 -0.55  C2 1.375, H12 1.006, H13 1.003
4 C -0.85 1.26 1.35  C2 1.347, C5 1.510, H14 1.079
5 C 0.16 0.15 1.53  C4 1.510, C6 1.542, H15 1.094, H16 1.091
6 C 0.12 -0.42 2.96  C5 1.542, C7 1.574, H17 1.095, H18 1.089
7 C 1.29 -1.46 3.09  C6 1.574, N8 1.449, H19 1.093, H20 1.087
8 N 1.61 -2.13 1.85  C7 1.449, H21 1.004, H22 1.006
9 H -2.71 3.01 0.61  C1 1.085
10 H -1.33 4.17 0.47  C1 1.091
11 H -1.95 3.30 -0.98  C1 1.091
12 H 1.12 1.63 -0.45  N3 1.006
13 H 0.16 2.68 -1.43  N3 1.003
14 H -1.64 1.52 2.04  C4 1.079
15 H -0.15 -0.60 0.80  C5 1.094
16 H 1.11 0.58 1.21  C5 1.091
17 H -0.85 -0.92 3.04  C6 1.095
18 H 0.13 0.40 3.67  C6 1.089
19 H 1.02 -2.16 3.88  C7 1.093
20 H 2.17 -0.90 3.39  C7 1.087
21 H 2.29 -1.68 1.26  N8 1.004
22 H 0.79 -2.52 1.42  N8 1.006
23 O -2.63 -4.02 -1.23  H24 0.966, H25 0.962
24 H -2.04 -3.36 -0.85  O23 0.966
25 H -3.18 -3.53 -1.84  O23 0.962
26 O 2.34 2.53 2.43  H27 0.968, H28 0.962
27 H 1.51 2.47 1.94  O26 0.968
28 H 2.70 3.39 2.19  O26 0.962
29 O -0.54 -2.16 -1.77  H30 0.962, H31 0.976
30 H 0.26 -1.89 -1.31  O29 0.962
31 H -0.73 -1.47 -2.43  O29 0.976
32 O 0.68 -0.44 -3.49  H33 0.960, H34 0.965
33 H 1.34 -1.06 -3.16  O32 0.960
34 H 1.08 0.44 -3.50  O32 0.965
35 O 3.37 0.21 -1.29  H36 0.958, H37 0.960
36 H 4.26 0.55 -1.23  O35 0.958
37 H 3.32 -0.73 -1.44  O35 0.960
38 O -2.49 -1.00 -0.20  H39 0.965, H40 0.971
39 H -2.55 -0.12 0.20  O38 0.965
40 H -1.73 -1.12 -0.79  O38 0.971
41 O -3.09 -0.54 -2.76  H42 0.990, H43 0.965
42 H -3.28 -0.79 -1.82  O41 0.990
43 H -3.31 -1.36 -3.23  O41 0.965
44 O -2.20 2.07 -3.18  H45 0.969, H46 0.960
45 H -2.10 1.11 -3.30  O44 0.969
46 H -3.06 2.15 -2.76  O44 0.960
47 O 3.65 -3.08 -1.30  H48 0.964, H49 0.964
48 H 3.37 -3.51 -2.12  O47 0.964
49 H 2.89 -3.18 -0.72  O47 0.964
50 O 0.51 2.59 4.44  H51 0.953, H52 0.970
51 H 0.29 1.69 4.67  O50 0.953
52 H 1.30 2.61 3.89  O50 0.970

Number 1: LUMO energy 0.10 eV. Number 2: LUMO energy 0.12 eV. Number 3: LUMO energy -0.27 eV.